Here is a 2-piece molecular cluster, C5H13NOS overall at a distorted geometry from the Open Molecules 2025 dataset. Energies are from ωB97M-V with the def2-TZVPD basis set.

gap between HOMO and LUMO (alpha / beta) = 3.61 / 7.33 eV
ΔE to the lowest compared entry with this formula, charge and spin = 0.752 eV
E_tot = -19767.4621 eV
⟨S²⟩ = 0.754
charge = -1
multiplicity = 2

The geometry in XYZ format:
```
21
Properties=species:S:1:pos:R:3:forces:R:3:mulliken_charge:R:1
S -1.389046 0.190305 -0.963215 0.42 -0.05 0.23 -0.427
O 0.895193 1.586676 3.255348 -0.14 0.31 0.25 -0.785
N -1.356694 1.105649 1.938261 0.11 -0.12 -0.26 -0.571
C 0.565584 0.338310 3.198482 0.15 -0.37 -0.74 -0.360
C 0.276820 -0.601968 -1.039116 -0.49 0.23 -0.07 -0.682
C -0.787377 -0.070247 2.602769 0.69 0.32 1.00 -0.446
C 0.548688 -0.657029 -3.569959 0.43 -0.06 0.60 -1.070
C 1.082808 -0.122012 -2.240947 0.15 0.06 0.21 -0.435
H -0.730372 1.883130 2.177870 0.16 -0.08 0.20 0.278
H 2.125768 -0.431143 -2.096588 -0.03 -0.07 -0.12 0.316
H -0.498918 -0.382986 -3.680079 -0.04 -0.06 -0.16 0.314
H 1.137640 -0.294276 -4.412482 -0.11 0.08 -0.08 0.324
H 0.657596 -1.744403 -3.530336 -0.26 -0.03 -0.24 0.273
H 1.140373 -0.444117 3.711458 -0.06 0.02 0.03 0.395
H -1.260192 0.708589 0.408195 -0.50 0.03 -0.35 0.330
H -0.673130 -0.901107 1.900090 -0.21 -0.11 -0.01 0.094
H 0.795163 -0.361734 -0.111193 0.00 -0.02 0.02 0.389
H -2.273512 1.303378 2.308950 -0.14 0.08 -0.12 0.238
H 0.105090 -1.679706 -1.072593 0.22 -0.05 -0.04 0.300
H -1.450104 -0.395458 3.429682 -0.29 -0.11 -0.23 0.245
H 1.088618 0.970150 -2.214604 -0.05 0.01 -0.12 0.281
```
Positions in Å, forces in eV/Å.